1.
Formula: C23H32N4O4
Source: OMol25
Level of theory: the ωB97M-V functional and the def2-TZVPD basis

The calculation puts the relative energy (zero: lowest compared OMol25 entry of this formula, charge and spin) at 76.1 kcal/mol. As for the SMILES: CCOC(=O)N1CCN(c2c(NCCCN(CC)Cc3ccccc3)c(=O)c2=O)CC1. The total charge is 0. The HOMO energy comes out at -7.509 eV. The value obtained for the HOMO-LUMO gap is 8.1421 eV.

Each line ends with the Mulliken charge.
Cartesian coordinates (Å):
O: -4.4776 -0.3952 1.0992  -0.66
O: 4.2773 2.1178 0.2702  -0.68
O: -4.7724 1.5801 0.0311  -0.40
O: 1.5289 3.7710 -0.5158  -0.71
N: 1.9786 -3.0004 0.2767  1.18
N: -2.7176 0.6895 0.1844  0.20
N: 2.4680 -0.3685 1.2958  0.05
N: -0.2299 1.5952 1.0541  0.01
C: 3.0808 1.9554 0.3619  0.23
C: 1.5432 -3.1362 -1.1188  -1.98
C: 3.9454 -2.2876 1.6218  -1.03
C: 2.2059 0.8814 0.8608  -0.26
C: 1.2751 -3.9202 1.1646  -1.11
C: -0.5155 -0.4303 -2.8034  -0.17
C: 1.8295 2.7555 0.0757  -0.30
C: 3.8581 -0.7891 1.3640  -0.45
C: 3.4275 -3.1097 0.4386  -1.02
C: 2.0650 -0.7828 -1.8837  -0.17
C: 1.6959 0.4181 -2.4627  -0.81
C: 1.0592 1.6704 0.7022  1.53
C: -1.1900 2.5531 0.5545  -0.91
C: -6.8246 0.5956 -0.8474  -1.12
C: -0.1482 -3.4620 1.4571  -0.89
C: -4.0291 0.5506 0.4932  0.72
C: -0.8242 0.4472 1.6927  -1.23
C: -1.7576 -0.2604 0.7021  0.38
C: -6.1813 1.4636 0.2242  -0.28
C: 0.4037 0.5980 -2.9259  -0.34
C: -2.1319 1.8572 -0.4371  -0.30
C: -0.1472 -1.6237 -2.2043  -0.73
C: 1.1471 -1.8165 -1.7369  1.05
H: 0.6864 -3.8129 -1.1669  0.52
H: -1.5546 1.5334 -1.3097  -0.24
H: -7.9015 0.5817 -0.7071  0.38
H: -1.7701 2.9443 1.3982  0.29
H: 4.3939 -0.5340 0.4424  0.36
H: -6.4459 -0.4207 -0.7730  0.31
H: -0.8735 -2.4204 -2.1160  0.27
H: -6.3710 1.0403 1.2158  0.33
H: 1.2588 -4.9395 0.7434  0.45
H: 2.4200 1.2128 -2.5596  0.51
H: -2.3117 -1.0639 1.1891  0.67
H: 4.3401 -0.2381 2.1781  0.45
H: 1.8235 -3.9671 2.1076  0.43
H: -1.4092 0.7901 2.5548  0.19
H: 3.3850 -2.5286 2.5262  0.30
H: -0.6503 -4.2015 2.0754  0.57
H: -6.5544 2.4889 0.1785  0.32
H: -0.7204 -3.3338 0.5428  0.19
H: 3.7277 -4.1632 0.5647  0.37
H: 0.1217 1.5323 -3.3880  0.40
H: -1.1695 -0.6617 -0.1303  -0.87
H: -2.9240 2.5326 -0.7533  0.53
H: 2.3395 -3.5869 -1.7272  0.38
H: -6.5988 0.9876 -1.8364  0.29
H: 4.9897 -2.5514 1.7939  0.46
H: -1.5235 -0.3079 -3.1739  0.36
H: -0.1390 -2.5160 1.9910  0.02
H: -0.6615 3.3718 0.0666  0.53
H: -0.0380 -0.2214 2.0398  0.59
H: 3.0834 -0.9163 -1.5546  0.35
H: 3.9107 -2.7394 -0.4672  0.49
H: 1.8427 -1.1330 1.0382  -0.02

Cartesian forces (eV/Å) of the 3 atoms listed first:
O -0.36 -0.21 0.21
O -0.23 -0.03 -0.10
O 0.30 0.01 -0.06

2.
Formula: C23H32N4O5
Source: OMol25
Level of theory: the ωB97M-V functional and the def2-TZVPD basis

The calculation puts the relative energy (zero: lowest compared OMol25 entry of this formula, charge and spin) at 542.8 kcal/mol. The total charge is 0. The HOMO energy comes out at -7.769 eV. The value obtained for the HOMO-LUMO gap is 7.9065 eV.

Each line ends with the Mulliken charge.
Cartesian coordinates (Å):
O: -3.3622 0.4535 3.5870  -0.26
O: 2.9799 -0.1063 -5.3588  -0.68
O: 4.1047 -2.4515 -1.6018  -0.52
O: -2.3875 2.4826 2.4559  -0.43
O: 2.0534 0.2395 2.2305  -0.15
N: 3.2590 -1.1592 -3.4984  -0.06
N: 1.3784 -1.2483 -0.4390  0.35
N: 1.3278 0.1197 -3.7184  0.32
N: 0.1320 0.4090 -1.8001  -0.58
C: -0.2427 0.2280 -5.2124  -0.69
C: 1.8221 -1.6593 0.6956  -0.90
C: -1.2490 -1.2210 1.1337  -1.05
C: 3.4252 -1.6035 -2.0572  0.10
C: 0.5771 1.0447 -4.3879  -1.23
C: -2.4691 0.0607 2.7488  0.66
C: -2.2289 -1.0527 2.2617  -0.71
C: -1.2448 -0.7291 -4.5875  -0.06
C: 2.7997 -0.6490 1.4734  -0.43
C: 1.1924 -0.0854 -2.4579  0.98
C: -1.0572 1.0717 1.0365  -1.05
C: -4.0845 -0.5707 4.2787  -0.62
C: 1.4884 0.0906 3.2994  -0.79
C: -1.6016 3.6300 2.1687  -0.28
C: 0.2331 -0.5023 -0.4964  -0.61
C: -0.6276 -0.3011 0.7059  0.32
C: 2.7551 -0.2581 -4.1483  0.24
C: -2.0037 1.1426 1.9909  0.60
C: -4.2007 0.7608 6.6146  -1.25
C: -0.4036 3.6999 2.5807  -0.89
C: -0.5378 -2.0506 -4.5123  -1.12
C: 1.9570 -0.9872 -1.6017  0.10
C: -4.8119 -0.1136 5.4177  -0.61
H: 3.4198 -1.5405 2.3969  0.27
H: -5.4460 0.6907 4.9219  0.27
H: -3.3257 -1.3562 5.0457  0.23
H: 0.1453 5.0602 2.2208  0.28
H: -3.4462 1.3802 6.1039  0.29
H: 4.3471 -1.3313 -3.9372  0.36
H: -2.7142 -1.8742 2.7342  0.44
H: -1.1478 -2.1803 0.9536  0.94
H: -2.1841 -0.9037 -5.2956  0.31
H: 3.6325 -0.1234 0.8214  0.18
H: -4.8858 1.2963 7.2869  0.33
H: 0.9218 0.8244 3.6006  0.28
H: 1.3805 1.9370 -4.8835  0.25
H: -5.4620 -0.8627 5.9924  0.33
H: -0.7474 0.9771 -5.8782  0.41
H: 1.1399 -2.1694 1.4732  0.46
H: -1.2633 -2.7269 -4.0771  0.33
H: 2.4571 -2.5093 0.3167  0.47
H: 0.5224 3.1052 2.2016  0.22
H: -0.0465 1.5308 -3.7532  0.70
H: -3.5101 0.1292 7.0452  0.43
H: 0.7329 -0.7435 3.2232  0.30
H: -0.3060 3.8690 3.6545  0.36
H: -4.6099 -1.2925 3.7526  0.55
H: -0.2823 -2.5884 -5.4837  0.35
H: -1.4349 -0.0678 -3.6067  0.13
H: 0.4252 -2.0318 -4.0565  0.22
H: -0.7259 1.8951 0.3753  0.58
H: 2.3067 -0.2496 3.9996  0.30
H: 0.4921 -0.2235 -6.1651  0.22
H: -1.5547 3.8377 0.8544  0.23
H: -2.4589 4.6320 2.4089  0.24

Cartesian forces (eV/Å) of the 3 atoms listed first:
O -3.39 -0.87 3.98
O 0.79 1.39 1.43
O 1.42 0.13 -0.32

3.
Formula: C23H32N6O4
Source: OMol25
Level of theory: the ωB97M-V functional and the def2-TZVPD basis

The calculation puts the relative energy (zero: lowest compared OMol25 entry of this formula, charge and spin) at 20.5 kcal/mol. As for the SMILES: CCOCCn1c(CN2CCN(c3ccc(OC)cc3)CC2)nc2c1c(=O)n(C)c(=O)n2C. The total charge is 0. The HOMO energy comes out at -7.046 eV. The value obtained for the HOMO-LUMO gap is 7.7081 eV.

Each line ends with the Mulliken charge.
Cartesian coordinates (Å):
O: -1.2759 1.8776 1.9174  -0.72
O: 1.1299 3.5354 0.3837  -0.12
O: -3.9737 -1.5531 1.3287  -0.52
O: -3.6760 0.4832 -1.6877  -0.69
N: 1.1997 0.8027 0.4169  1.36
N: 0.9570 -0.1598 -1.5736  -0.69
N: 3.7031 -1.4766 -0.2805  0.16
N: -2.4371 1.2380 0.0599  0.25
N: -1.4419 0.1644 -1.7875  0.19
N: 1.3792 -2.6504 0.2866  0.51
C: 1.8497 -2.9825 -1.0368  -0.83
C: 0.1027 5.3878 -0.6819  -1.22
C: -2.5849 0.6154 -1.1667  0.48
C: 3.3340 -2.5676 -1.1535  -1.13
C: 0.0422 -2.4397 0.5508  0.74
C: -0.3795 -1.7947 1.7206  -0.65
C: -4.9798 -1.8151 0.3770  -0.76
C: 1.8081 0.1657 -0.6135  0.58
C: 2.2150 2.9303 1.0310  -0.73
C: 1.7601 1.5469 1.5132  -1.17
C: 1.3679 4.8631 -0.0243  -0.31
C: -0.2471 0.2774 -1.1485  0.77
C: -1.7105 -1.5283 1.9475  -0.72
C: -0.1328 0.8915 0.0843  -0.42
C: -0.9438 -2.8093 -0.3654  -0.63
C: 3.2728 -0.1510 -0.6842  -1.92
C: -1.2630 1.3882 0.8039  0.60
C: -1.5283 -0.5022 -3.0668  -1.18
C: 3.5153 -1.8351 1.1174  -0.30
C: -3.6597 1.7002 0.6979  -1.24
C: -2.6832 -1.8810 1.0122  0.43
C: -2.2818 -2.5267 -0.1478  -0.36
C: 2.3729 -2.8550 1.3054  -0.99
H: -0.6995 -0.1722 -3.6902  0.34
H: -2.4829 -0.2416 -3.5198  0.44
H: 1.6330 5.4804 0.8486  0.28
H: 2.5408 3.5283 1.8966  0.50
H: 3.5544 -2.2818 -2.1826  0.43
H: -0.7224 5.3311 0.0222  0.29
H: -1.4699 -1.5834 -2.9343  0.28
H: 3.3147 -0.9343 1.6965  -0.15
H: 3.9824 -3.4090 -0.8887  0.37
H: 0.2428 6.4192 -0.9926  0.43
H: -4.8065 -1.2610 -0.5507  0.24
H: 3.8303 0.5668 -0.0751  0.23
H: -2.0204 -1.0220 2.8481  0.42
H: 1.7510 -4.0598 -1.2511  0.62
H: 0.9589 1.6774 2.2449  0.42
H: 0.3397 -1.4712 2.4576  0.04
H: -0.6712 -3.3384 -1.2650  0.52
H: 4.4541 -2.2696 1.4864  0.43
H: 1.2632 -2.4163 -1.7617  0.47
H: -5.9083 -1.4734 0.8324  0.25
H: -0.1420 4.7803 -1.5488  0.28
H: -5.0592 -2.8857 0.1616  0.37
H: -3.4120 2.5588 1.3184  0.37
H: -3.0023 -2.8221 -0.8945  0.40
H: 2.2143 4.8925 -0.7301  0.31
H: -4.3778 1.9680 -0.0733  0.38
H: 2.6015 1.0171 1.9635  0.42
H: 1.9340 -2.7636 2.2970  0.48
H: 2.7752 -3.8757 1.2139  0.32
H: 3.5797 -0.0289 -1.7269  0.43
H: -4.0741 0.9108 1.3262  0.30
H: 3.0679 2.8394 0.3356  0.31

Cartesian forces (eV/Å) of the 3 atoms listed first:
O 0.00 0.06 0.26
O -0.11 -0.12 0.08
O 0.32 0.03 0.21